The following is a DFT calculation (ωB97M-V/def2-TZVPD) of a structure of composition C55H40ClO3P2S5SbTc at a distorted geometry.

Atoms and positions in Å:
Tc (0.13608, -0.24153, 0.22756)
O (-1.43739, 0.92451, -2.00954)
S (-0.24463, 1.70810, -1.21306)
C (-1.11513, 3.21508, -0.86662)
C (-1.00095, 4.27333, -1.75594)
C (-1.76768, 5.43050, -1.66389)
C (-2.70810, 5.50561, -0.66256)
C (-3.71803, 6.54832, -0.34429)
C (-4.40881, 6.05883, 0.94362)
C (-3.76130, 4.75395, 1.25646)
C (-3.93946, 3.87103, 2.29411)
C (-3.13447, 2.73346, 2.32785)
C (-2.17452, 2.42047, 1.36216)
P (-1.27188, 0.89740, 1.80237)
C (-2.64313, -0.25460, 2.09302)
C (-2.90494, -0.87797, 3.30647)
C (-3.93765, -1.79610, 3.39882)
C (-4.72866, -2.07162, 2.29549)
C (-4.51273, -1.40402, 1.09858)
C (-3.46786, -0.50756, 0.99531)
C (-0.50224, 1.29065, 3.39763)
C (-0.30141, 2.61383, 3.78457)
C (0.31578, 2.90137, 4.98912)
C (0.74451, 1.87768, 5.81650)
C (0.54873, 0.55887, 5.44073)
C (-0.06442, 0.26381, 4.23605)
C (-1.98245, 3.29671, 0.26585)
C (-2.78784, 4.46199, 0.28066)
C (0.80028, 2.04114, -2.59244)
C (0.18964, 2.37694, -3.79390)
C (0.91676, 2.71974, -4.93285)
C (2.28801, 2.77556, -4.82975)
C (3.33753, 3.15807, -5.81369)
C (4.67536, 3.01658, -5.05368)
C (4.30139, 2.51214, -3.70103)
C (5.05517, 2.14334, -2.61214)
C (4.39367, 1.62985, -1.49420)
C (3.01010, 1.52317, -1.39485)
P (2.43199, 0.64916, 0.09950)
C (3.39111, -0.88295, -0.00789)
C (4.02294, -1.48937, 1.07611)
C (4.61755, -2.73082, 0.92249)
C (4.53624, -3.39760, -0.29198)
C (3.89554, -2.80326, -1.37004)
C (3.34017, -1.54668, -1.23536)
C (3.00051, 1.75308, 1.42265)
C (2.11482, 2.77153, 1.77738)
C (2.50007, 3.74631, 2.67855)
C (3.76817, 3.70539, 3.23676)
C (4.65514, 2.70019, 2.88321)
C (4.28049, 1.72829, 1.96862)
C (2.20926, 1.97123, -2.46874)
C (2.90173, 2.40871, -3.61744)
H (-0.30799, 4.20590, -2.57749)
H (-1.62329, 6.22403, -2.37844)
H (-3.24914, 7.52487, -0.21606)
H (-4.43064, 6.65039, -1.16564)
H (-4.27915, 6.76233, 1.76654)
H (-5.48337, 5.93788, 0.80355)
H (-4.66081, 4.04592, 3.07654)
H (-3.25420, 2.05396, 3.16380)
H (-2.33307, -0.62969, 4.18610)
H (-4.13342, -2.28201, 4.34111)
H (-5.52818, -2.78844, 2.37215)
H (-5.16428, -1.57557, 0.25542)
H (-3.29763, 0.02716, 0.06872)
H (-0.63894, 3.41847, 3.14972)
H (0.45985, 3.92841, 5.28218)
H (1.22255, 2.10655, 6.75569)
H (0.86674, -0.24280, 6.08891)
H (-0.21270, -0.76602, 3.95040)
H (-0.88659, 2.35056, -3.85608)
H (0.39811, 2.94925, -5.84861)
H (3.30045, 2.50629, -6.68821)
H (3.17534, 4.17456, -6.17666)
H (5.36155, 2.32914, -5.55050)
H (5.19027, 3.97509, -4.97182)
H (6.13127, 2.21101, -2.61774)
H (4.99260, 1.28988, -0.66053)
H (4.03948, -0.99536, 2.03580)
H (5.14167, -3.18660, 1.75083)
H (4.97099, -4.37784, -0.39958)
H (3.83090, -3.31903, -2.31509)
H (2.87520, -1.06583, -2.08541)
H (1.12334, 2.78415, 1.33344)
H (1.81799, 4.54246, 2.93846)
H (4.07238, 4.46419, 3.94003)
H (5.64742, 2.67607, 3.30781)
H (4.99200, 0.96670, 1.68552)
Cl (-0.59027, -6.32354, 4.36965)
C (-0.58374, -5.03751, 3.23880)
C (-1.54053, -5.01543, 2.20704)
C (-1.54298, -4.00658, 1.28121)
C (-0.61843, -2.94761, 1.36238)
O (-0.61016, -2.03029, 0.44939)
C (0.33748, -2.94766, 2.42335)
C (1.28897, -1.90326, 2.54429)
O (1.36353, -0.83211, 1.89334)
C (0.34602, -4.02627, 3.33477)
H (-2.27006, -5.80819, 2.14840)
H (-2.26147, -3.99192, 0.47577)
H (2.06684, -2.05328, 3.30230)
H (1.08712, -4.04254, 4.11645)
S (-1.05863, -0.07701, -5.43651)
Sb (-1.29513, -2.21569, -6.06360)
S (0.03722, -1.72063, -2.61314)
S (-1.39489, -0.75353, -1.53487)
S (-0.84466, -3.17379, -3.71417)

## Properties
HOMO energy (eV): -14.92
Kohn-Sham gap (eV): 6.31
Total charge: +3
E (Eh): -5799.6648

These are the Mulliken partial charges, in e, on atoms 1 to 2: -0.59 -0.51